{"formula": "C48H35GaN10OS", "method": "the ωB97M-V functional and the def2-TZVPD basis", "relative_energy_kcal_mol": 1.83, "energy_ev": -130510.406, "mol_weight_g_mol": 869.67, "orbital_gap_ev": [4.98, 4.96], "e_homo_ev": [-6.50, -6.49], "elements": ["Ga", "C", "C", "C", "C", "C", "N", "C", "N", "C", "C", "C", "C", "C", "C", "C", "C", "N", "C", "N", "C", "N", "C", "N", "C", "N", "C", "C", "C", "C", "C", "C", "C", "C", "C", "C", "C", "C", "N", "C", "C", "H", "H", "H", "H", "H", "H", "H", "H", "H", "H", "H", "H", "H", "H", "H", "H", "S", "C", "C", "C", "C", "C", "C", "H", "H", "H", "H", "H", "C", "C", "N", "C", "C", "C", "O", "C", "C", "C", "C", "N", "C", "H", "H", "H", "H", "H", "H", "H", "H", "H", "H", "H", "H", "H", "H"], "coordinates": [[0.40521, 1.58744, -0.10288], [6.88958, 0.55959, -0.56778], [6.87066, 0.76751, 0.81768], [5.68420, 0.99049, 1.49431], [4.51449, 1.00175, 0.74657], [3.11892, 1.19978, 1.11515], [2.34962, 1.11523, -0.00593], [3.14900, 0.87399, -1.08238], [2.79085, 0.71672, -2.34004], [1.53644, 0.75578, -2.75520], [1.14394, 0.57014, -4.14296], [1.87921, 0.33568, -5.29839], [1.17833, 0.19968, -6.48280], [-0.22069, 0.29229, -6.51706], [-0.95310, 0.52355, -5.36719], [-0.24857, 0.66308, -4.17774], [-0.68078, 0.90196, -2.81089], [-1.95436, 1.00035, -2.45662], [-2.35132, 1.16769, -1.21501], [-1.58058, 1.31637, -0.10059], [-2.38608, 1.44888, 0.98865], [-2.02805, 1.61210, 2.24284], [-0.76593, 1.64711, 2.64526], [0.35834, 1.55835, 1.88603], [1.45395, 1.55396, 2.70197], [2.72080, 1.40628, 2.35548], [1.01207, 1.69989, 4.07710], [1.70724, 1.77760, 5.27823], [0.96424, 1.92261, 6.43507], [-0.43715, 1.98289, 6.39887], [-1.12840, 1.89953, 5.20465], [-0.38138, 1.75908, 4.04154], [-3.78022, 1.37990, 0.55720], [-4.97451, 1.45264, 1.25721], [-6.14681, 1.34246, 0.52712], [-6.12421, 1.16268, -0.86051], [-4.92895, 1.09066, -1.55711], [-3.75817, 1.20429, -0.82415], [0.41472, 0.94617, -2.00397], [4.53332, 0.79655, -0.63236], [5.72264, 0.57081, -1.31173], [7.83779, 0.38986, -1.06123], [7.80467, 0.75473, 1.36437], [5.65965, 1.15480, 2.56316], [2.95816, 0.26803, -5.26300], [1.71564, 0.01960, -7.40496], [-0.73200, 0.18158, -7.46450], [-2.03208, 0.59714, -5.38229], [2.78809, 1.73419, 5.29529], [1.46832, 1.99324, 7.39035], [-0.98197, 2.09893, 7.32687], [-2.20813, 1.95013, 5.16418], [-4.98061, 1.59265, 2.32973], [-7.10087, 1.39431, 1.03552], [-7.06124, 1.07754, -1.39527], [-4.89975, 0.94898, -2.62878], [5.72689, 0.41471, -2.38202], [0.44123, 3.83727, -0.63279], [0.17712, 4.51703, 0.98975], [-1.09544, 4.94187, 1.36859], [-1.32698, 5.42785, 2.64784], [-0.29244, 5.49766, 3.57042], [0.98264, 5.09743, 3.19427], [1.21696, 4.62154, 1.91233], [-1.90779, 4.86711, 0.65637], [-2.32461, 5.74480, 2.92590], [-0.47627, 5.86656, 4.57135], [1.80227, 5.15385, 3.90045], [2.21809, 4.33138, 1.61769], [-2.96543, -6.49502, -2.28241], [-1.87487, -5.64721, -2.92064], [-1.06092, -4.93433, -1.93684], [0.31109, -5.38106, -1.73685], [0.41067, -6.71951, -1.01908], [-1.60365, -3.82176, -1.38084], [-2.69990, -3.39387, -1.70561], [-0.81690, -3.10193, -0.32132], [-0.53240, -3.65910, 0.91642], [0.11804, -2.88495, 1.86217], [0.46586, -1.58515, 1.53134], [0.19537, -1.03850, 0.34659], [-0.44207, -1.78594, -0.55019], [-3.52881, -7.02554, -3.05106], [-3.65590, -5.86086, -1.72856], [-2.54137, -7.23242, -1.59958], [-2.32210, -4.91148, -3.58975], [-1.19675, -6.26815, -3.50807], [0.85353, -4.61393, -1.18914], [0.78626, -5.45566, -2.71966], [-0.06668, -6.67585, -0.03938], [1.45658, -6.99543, -0.88050], [-0.07075, -7.51226, -1.59301], [-0.82693, -4.67728, 1.13993], [0.35146, -3.27430, 2.84338], [0.98321, -0.95650, 2.24686], [-0.67252, -1.32027, -1.50144]]}